Formula: C2H3BrINO2
Source: the OMol25 dataset
Level of theory: ωB97M-V/def2-TZVPD

Properties
LUMO level (alpha / beta) = -0.061 / -0.061 Eh
frontier orbital gap (alpha / beta) = 7.2 / 7.2 eV
total charge = 0
energy = -85844.48175 eV
highest occupied orbital energy (alpha / beta) = -8.85 / -8.85 eV
energy above the lowest of the compared OMol25 structures with the same formula, charge and spin = 63.6 kcal/mol

Last column: natural (NBO) charge in e.
Geometry (Å):
1 C -0.961 -1.177 0.625  -0.54
2 C 1.012 0.095 -0.398  -0.22
3 N 0.346 1.287 -0.486  0.40
4 O -0.713 1.257 -1.147  -0.46
5 O 0.740 2.270 0.118  -0.42
6 Br 2.624 0.071 0.511  0.13
7 I -2.528 0.058 0.340  0.46
8 H -0.892 -2.076 0.042  0.21
9 H -0.503 -1.178 1.603  0.21
10 H 0.875 -0.606 -1.207  0.24


Formula: C3H4NP
Source: the OMol25 dataset
Level of theory: ωB97M-V/def2-TZVPD

Properties
LUMO level (alpha / beta) = -0.011 / -0.037 Eh
frontier orbital gap (alpha / beta) = 9.4 / 8.5 eV
total charge = 0
energy = -13948.13153 eV
highest occupied orbital energy (alpha / beta) = -9.67 / -9.54 eV
energy above the lowest of the compared OMol25 structures with the same formula, charge and spin = 120.2 kcal/mol

Last column: natural (NBO) charge in e.
Geometry (Å):
1 C 0.370 0.975 0.516  -0.18
2 C 0.293 0.225 -0.582  -0.20
3 C -1.240 -0.421 1.191  -0.18
4 N -0.486 0.563 1.520  -0.40
5 P -1.064 -0.949 -0.545  0.48
6 H 1.033 1.797 0.721  0.22
7 H 1.452 1.260 -2.643  0.03
8 H -1.948 -0.813 1.903  0.21
9 H -0.300 -2.064 -0.203  0.02


Formula: C37H64N8O13
Source: the OMol25 dataset
Level of theory: ωB97M-V/def2-TZVPD

Properties
LUMO level = -0.151 Eh
frontier orbital gap = 4.5 eV
total charge = 0
energy = -77919.17975 eV
highest occupied orbital energy = -8.67 eV
energy above the lowest of the compared OMol25 structures with the same formula, charge and spin = 0.0 kcal/mol

Last column: Löwdin charge in e.
Geometry (Å):
1 C 35.070 -19.204 15.910  -0.02
2 C 34.434 -19.417 17.286  -0.43
3 C 35.147 -20.255 18.309  -0.15
4 C 36.360 -19.598 18.925  -0.17
5 C 35.876 -18.326 19.544  -0.14
6 C 35.215 -17.340 18.628  -0.43
7 N 34.221 -17.994 17.775  0.07
8 O 33.277 -17.321 17.242  0.20
9 C 36.194 -16.476 17.748  0.00
10 C 34.474 -16.352 19.568  0.00
11 C 33.023 -20.058 16.996  0.00
12 H 34.603 -18.575 15.313  0.02
13 H 35.031 -20.251 15.282  0.16
14 H 36.248 -19.022 15.840  0.13
15 H 35.530 -21.217 17.916  0.14
16 H 34.498 -20.720 19.106  0.13
17 H 37.141 -19.463 18.078  0.15
18 H 36.714 -20.294 19.542  0.06
19 H 36.822 -17.908 19.950  0.15
20 H 35.418 -18.585 20.504  0.14
21 H 35.724 -15.575 17.211  0.11
22 H 36.613 -16.984 16.833  0.08
23 H 36.957 -15.846 18.227  0.10
24 H 35.068 -15.993 20.465  0.13
25 H 33.703 -16.692 20.269  0.09
26 H 34.247 -15.539 18.885  0.08
27 H 32.506 -19.393 16.164  0.12
28 H 32.424 -19.835 18.011  0.11
29 H 33.090 -21.072 16.718  0.08
30 C 32.132 -20.300 21.004  -0.83
31 O 32.054 -21.438 20.558  -0.02
32 O 32.550 -20.292 22.322  0.08
33 O 31.909 -19.227 20.387  -0.08
34 H 32.674 -21.146 22.456  -0.01
35 C 29.169 -19.739 23.990  -0.14
36 C 28.374 -19.546 25.185  -0.03
37 C 26.995 -20.293 25.363  0.06
38 C 26.705 -21.371 24.308  -0.12
39 C 27.358 -21.224 22.915  0.07
40 C 28.722 -20.526 22.978  -0.11
41 N 25.528 -22.223 24.465  -0.39
42 O 24.679 -22.008 25.265  0.09
43 O 25.429 -23.180 23.657  0.03
44 H 29.889 -18.963 23.736  0.11
45 H 28.788 -18.657 25.680  0.09
46 H 26.337 -20.528 26.340  0.13
47 H 26.914 -21.657 21.987  0.11
48 H 29.453 -20.712 22.087  0.13
49 C 27.964 -25.184 21.865  -0.10
50 C 28.991 -24.166 21.495  -0.05
51 C 29.495 -23.975 20.138  0.01
52 C 28.847 -24.705 18.987  -0.09
53 C 27.702 -25.668 19.377  0.12
54 C 27.343 -25.871 20.895  -0.06
55 N 29.316 -24.711 17.624  -0.34
56 O 28.909 -25.523 16.696  0.01
57 O 30.226 -23.980 17.342  0.06
58 H 27.704 -25.369 22.960  0.12
59 H 29.588 -23.478 22.270  0.12
60 H 30.264 -23.266 19.802  0.08
61 H 26.997 -26.309 18.813  0.10
62 H 26.697 -26.541 21.031  0.01
63 C 30.336 -16.410 21.354  -0.22
64 O 30.754 -15.136 21.685  -0.16
65 N 29.091 -16.726 21.048  -0.14
66 C 28.622 -18.002 20.589  -0.06
67 C 28.037 -15.628 21.155  -0.03
68 H 31.117 -17.147 21.222  0.10
69 H 29.398 -18.729 20.636  0.05
70 H 28.094 -17.923 19.670  0.06
71 H 27.776 -18.367 21.281  0.12
72 H 27.148 -15.801 20.673  0.03
73 H 27.993 -14.695 20.541  0.10
74 H 27.716 -15.395 22.222  0.12
75 C 37.391 -23.519 22.713  -0.30
76 O 37.041 -23.319 24.041  -0.15
77 N 36.675 -23.310 21.691  -0.27
78 C 37.344 -23.516 20.349  -0.04
79 C 35.303 -22.953 21.750  -0.05
80 H 38.313 -24.218 22.536  0.15
81 H 37.071 -24.749 20.158  0.16
82 H 38.476 -23.098 20.474  0.13
83 H 36.875 -22.984 19.531  0.03
84 H 34.741 -23.992 21.823  0.14
85 H 34.860 -22.408 20.686  0.14
86 H 35.159 -22.144 22.533  0.07
87 C 36.620 -17.964 24.746  -0.27
88 O 36.825 -16.735 24.761  -0.01
89 N 35.475 -18.562 24.309  -0.15
90 C 35.515 -19.959 24.199  -0.09
91 C 34.221 -18.030 23.865  -0.04
92 H 37.312 -18.542 25.032  0.07
93 H 36.135 -20.515 24.786  0.06
94 H 35.963 -20.233 23.233  0.09
95 H 34.590 -20.510 24.330  0.10
96 H 33.976 -18.237 22.798  0.08
97 H 34.324 -16.928 23.604  0.12
98 H 33.383 -18.216 24.292  0.02
99 C 27.939 -20.667 16.244  -0.28
100 O 27.841 -21.882 16.472  -0.01
101 N 28.752 -19.933 17.100  -0.21
102 C 28.934 -18.485 16.984  -0.08
103 C 29.480 -20.561 18.171  -0.07
104 H 27.382 -20.087 15.509  0.13
105 H 29.989 -18.253 17.308  0.09
106 H 28.153 -17.936 17.495  0.06
107 H 28.969 -18.223 15.822  0.12
108 H 30.164 -19.760 18.680  0.09
109 H 30.052 -21.339 17.723  0.06
110 H 28.733 -21.036 18.862  0.10
111 C 32.499 -24.055 25.356  -0.31
112 O 33.036 -23.382 24.392  -0.07
113 N 31.342 -23.832 25.896  -0.18
114 C 30.909 -24.810 26.825  -0.07
115 C 30.398 -22.769 25.509  0.02
116 H 33.062 -24.929 25.692  0.14
117 H 29.799 -24.731 27.022  0.11
118 H 31.462 -24.497 27.640  0.07
119 H 31.041 -25.924 26.635  0.11
120 H 30.897 -21.959 25.852  0.07
121 H 29.440 -22.843 25.784  0.04
122 H 30.358 -22.813 24.402  0.09


Formula: C15H17Br39FO2S
Source: the OMol25 dataset
Level of theory: ωB97M-V/def2-TZVPD

Properties
LUMO level = -0.238 Eh
frontier orbital gap = 4.7 eV
total charge = +1
energy = -2765117.37007 eV
highest occupied orbital energy = -11.16 eV

Last column: Löwdin charge in e.
Geometry (Å):
1 O -0.595 -4.388 -2.316  -0.35
2 C 0.030 -3.332 -2.886  -0.57
3 O -0.718 -2.147 -3.314  -0.02
4 C 1.684 -3.306 -3.077  -0.25
5 S 2.252 -5.024 -2.473  1.21
6 F 3.365 -5.716 -3.575  -0.31
7 H -0.467 -1.417 -2.678  0.03
8 H 1.998 -3.117 -4.195  0.14
9 H 2.161 -2.443 -2.415  0.13
10 H 2.888 -4.776 -1.231  0.07
11 C 1.232 1.871 -2.711  -1.54
12 Br 2.157 3.374 -1.892  0.59
13 Br 2.416 0.823 -3.843  0.53
14 Br 0.333 0.767 -1.386  0.55
15 H 0.456 2.288 -3.359  -0.02
16 C -1.186 -5.972 -5.880  -1.50
17 Br -1.972 -7.676 -5.371  0.55
18 Br -2.384 -4.929 -7.001  0.59
19 Br -0.585 -4.963 -4.328  1.00
20 H -0.299 -6.196 -6.480  -0.02
21 C -4.581 -4.489 -1.386  -1.57
22 Br -5.292 -2.892 -2.237  0.55
23 Br -3.867 -5.744 -2.688  0.57
24 Br -3.275 -4.053 -0.012  0.56
25 H -5.417 -4.986 -0.886  -0.02
26 C -0.271 1.577 2.726  -1.60
27 Br -1.250 3.082 1.978  0.56
28 Br -0.277 1.604 4.670  0.55
29 Br -0.908 -0.121 2.024  0.52
30 H 0.771 1.684 2.408  -0.04
31 C -4.056 0.807 -3.845  -1.58
32 Br -3.259 0.341 -2.133  0.53
33 Br -5.996 0.883 -3.742  0.56
34 Br -3.304 2.447 -4.571  0.57
35 H -3.804 0.003 -4.543  -0.02
36 C 3.797 3.273 5.798  -1.58
37 Br 2.919 3.555 4.086  0.57
38 Br 2.639 2.357 7.063  0.55
39 Br 5.506 2.368 5.595  0.54
40 H 4.007 4.263 6.215  -0.02
41 C -9.592 0.567 -5.289  -1.60
42 Br -10.573 2.072 -6.034  0.58
43 Br -9.598 0.592 -3.345  0.56
44 Br -10.227 -1.131 -5.993  0.57
45 H -8.551 0.675 -5.607  -0.05
46 C 8.030 3.073 9.248  -1.58
47 Br 9.087 2.802 7.638  0.55
48 Br 8.599 4.652 10.230  0.58
49 Br 6.124 3.109 8.864  0.53
50 H 8.209 2.211 9.897  -0.02
51 C 6.265 4.166 -3.006  -1.59
52 Br 5.285 5.671 -3.753  0.56
53 Br 6.256 4.191 -1.062  0.55
54 Br 5.630 2.469 -3.710  0.51
55 H 7.306 4.274 -3.322  -0.02
56 C 0.807 6.066 6.404  -1.62
57 Br 0.186 5.740 8.218  0.56
58 Br -0.638 5.937 5.110  0.54
59 Br 1.760 7.755 6.259  0.56
60 H 1.523 5.274 6.165  -0.09
61 C -13.125 2.364 -2.700  -1.62
62 Br -12.730 2.501 -0.801  0.55
63 Br -14.695 1.267 -3.034  0.56
64 Br -13.273 4.114 -3.536  0.54
65 H -12.275 1.857 -3.167  -0.10
66 C -1.927 -11.699 -3.449  -1.60
67 Br -0.674 -10.456 -2.633  0.53
68 Br -2.584 -13.008 -2.170  0.58
69 Br -3.382 -10.774 -4.348  0.54
70 H -1.376 -12.251 -4.217  -0.02
71 C 12.568 5.193 9.463  -1.62
72 Br 11.867 6.795 8.612  0.54
73 Br 13.272 3.932 8.161  0.54
74 Br 13.875 5.617 10.839  0.56
75 H 11.727 4.702 9.961  -0.07


Formula: C2Cl2F2
Source: the OMol25 dataset
Level of theory: ωB97M-V/def2-TZVPD

Properties
LUMO level = 0.026 Eh
frontier orbital gap = 10.5 eV
total charge = 0
SMILES = F/C(Cl)=C(/F)Cl
energy = -32552.48971 eV
highest occupied orbital energy = -9.83 eV
energy above the lowest of the compared OMol25 structures with the same formula, charge and spin = 4.5 kcal/mol

Last column: natural (NBO) charge in e.
Geometry (Å):
1 F -0.285 -1.685 0.061  -0.29
2 C -0.529 -0.375 -0.015  0.23
3 Cl -2.159 0.156 -0.023  0.05
4 C 0.480 0.441 -0.036  0.27
5 F 0.424 1.754 0.061  -0.28
6 Cl 2.102 -0.217 -0.024  0.01


Formula: C7H12O2Si
Source: the OMol25 dataset
Level of theory: ωB97M-V/def2-TZVPD

Properties
LUMO level (alpha / beta) = 0.023 / 0.013 Eh
frontier orbital gap (alpha / beta) = 6.4 / 7.7 eV
total charge = 0
energy = -19421.79505 eV
highest occupied orbital energy (alpha / beta) = -5.74 / -7.35 eV
energy above the lowest of the compared OMol25 structures with the same formula, charge and spin = 118.3 kcal/mol

Last column: natural (NBO) charge in e.
Geometry (Å):
1 C -1.702 -3.306 2.015  -0.32
2 C -1.118 -2.047 2.223  -0.29
3 C -1.794 -3.436 0.680  0.08
4 C -0.772 -1.483 1.034  -0.22
5 C -0.031 1.608 1.387  -1.06
6 C 1.432 3.536 -2.253  -0.85
7 C 1.272 -0.647 -2.025  -0.10
8 O -1.217 -2.347 0.068  -0.43
9 O 0.897 0.024 -0.945  -0.83
10 Si 0.189 -0.036 0.475  1.46
11 H -2.073 -4.000 2.747  0.23
12 H -1.050 -1.524 3.195  0.22
13 H -2.268 -4.314 0.231  0.21
14 H 0.644 2.303 1.215  0.23
15 H -1.041 1.996 1.345  0.24
16 H 0.075 1.292 2.433  0.24
17 H 2.458 3.291 -2.199  0.21
18 H 1.339 4.118 -3.145  0.21
19 H 1.076 4.034 -1.420  0.21
20 H 1.125 -1.743 -2.062  0.16
21 H 1.604 0.045 -2.858  0.16
22 H 0.956 2.635 -2.141  0.22


Formula: C19H13IrN4O4S
Source: the OMol25 dataset
Level of theory: ωB97M-V/def2-TZVPD

Properties
LUMO level (alpha / beta) = -0.456 / -0.483 Eh
frontier orbital gap (alpha / beta) = 5.2 / 4.7 eV
total charge = +3
energy = -47704.47132 eV
highest occupied orbital energy (alpha / beta) = -17.59 / -17.84 eV
multiplicity = 6

Last column: Mulliken spin population.
Geometry (Å):
1 Ir -0.202 -0.400 -0.210  3.10
2 O -3.669 0.398 2.870  0.01
3 C -2.678 0.475 2.072  0.04
4 O -3.617 -0.366 0.037  0.02
5 C -1.404 0.284 2.669  -0.04
6 C -1.260 0.242 4.074  0.00
7 C 0.006 0.195 4.634  0.00
8 C 1.126 0.248 3.810  0.01
9 C 0.906 0.259 2.434  0.06
10 N -0.296 0.211 1.889  0.14
11 C 2.055 0.430 1.379  -0.01
12 O 3.148 0.668 1.764  0.08
13 O 1.555 0.334 0.165  0.19
14 H -4.549 0.529 2.472  0.00
15 H -2.148 0.272 4.692  0.00
16 H 0.132 0.151 5.709  0.00
17 H 2.136 0.283 4.201  0.00
18 N -4.006 1.779 0.488  0.08
19 C -3.895 3.115 0.165  0.12
20 C -5.017 3.942 0.245  -0.05
21 C -4.903 5.290 -0.027  0.11
22 C -3.670 5.859 -0.388  0.02
23 C -2.561 5.057 -0.520  0.02
24 C -2.669 3.688 -0.253  0.12
25 S -1.318 2.667 -0.574  0.46
26 N -1.812 1.157 -0.175  0.39
27 C -2.963 0.801 0.554  -0.04
28 C -3.040 -1.557 -0.256  -0.01
29 C -3.888 -2.641 -0.419  0.00
30 C -3.351 -3.869 -0.764  0.03
31 C -1.972 -4.005 -0.962  0.00
32 C -1.196 -2.892 -0.796  0.03
33 N -1.715 -1.678 -0.433  0.12
34 H -4.943 1.403 0.529  -0.01
35 H -5.974 3.526 0.537  0.00
36 H -5.779 5.921 0.047  0.00
37 H -3.588 6.920 -0.577  0.00
38 H -1.623 5.484 -0.854  0.00
39 H -4.951 -2.504 -0.284  0.00
40 H -4.000 -4.728 -0.877  0.00
41 H -1.523 -4.949 -1.234  0.00
42 H -0.122 -2.928 -0.958  0.00


Formula: C25H29LuN3P2
Source: the OMol25 dataset
Level of theory: ωB97M-V/def2-TZVPD

Properties
LUMO level = -0.133 Eh
frontier orbital gap = 6.4 eV
total charge = +1
energy = -83058.33053 eV
highest occupied orbital energy = -10.05 eV
energy above the lowest of the compared OMol25 structures with the same formula, charge and spin = 0.0 kcal/mol

Last column: natural (NBO) charge in e.
Geometry (Å):
1 C -1.379 3.248 -3.771  -0.21
2 C -1.273 1.936 -3.271  -0.02
3 C 0.046 1.364 -3.247  0.13
4 C 1.172 2.172 -3.486  -0.04
5 C 1.020 3.516 -3.820  -0.20
6 C -0.239 4.007 -4.062  -0.19
7 C 2.493 1.619 -3.020  -0.39
8 C 2.616 0.150 -3.405  -0.10
9 C 1.467 -0.617 -3.223  0.21
10 C 1.595 -2.052 -3.140  -0.07
11 C 2.807 -2.640 -3.520  -0.20
12 C 3.914 -1.829 -3.805  -0.22
13 C 3.829 -0.460 -3.719  -0.19
14 H -2.374 3.668 -3.991  0.22
15 H 1.851 4.165 -4.073  0.23
16 H -0.386 4.993 -4.502  0.23
17 H 3.374 2.171 -3.319  0.25
18 H 2.852 -3.731 -3.687  0.22
19 H 4.790 -2.336 -4.181  0.23
20 H 4.709 0.083 -4.037  0.23
21 N 0.259 0.017 -2.890  -0.89
22 Lu 0.242 0.391 -0.823  1.68
23 C -2.489 1.149 -2.782  -0.72
24 H -2.512 0.157 -3.264  0.26
25 H -3.391 1.708 -3.044  0.24
26 C 0.394 -2.888 -2.654  -0.72
27 H -0.504 -2.593 -3.225  0.25
28 H 0.599 -3.964 -2.783  0.24
29 P -2.406 0.922 -0.944  0.82
30 P 0.020 -2.455 -0.898  0.81
31 C 1.402 -3.352 -0.028  -0.93
32 H 1.387 -3.070 1.038  0.23
33 H 1.321 -4.450 -0.133  0.25
34 H 2.366 -3.006 -0.451  0.26
35 C -1.480 -3.428 -0.533  -0.93
36 H -1.362 -4.504 -0.688  0.25
37 H -1.772 -3.233 0.504  0.24
38 H -2.275 -3.051 -1.180  0.24
39 C -2.878 2.598 -0.387  -0.94
40 H -3.848 2.937 -0.777  0.24
41 H -2.899 2.602 0.712  0.25
42 H -2.101 3.292 -0.711  0.27
43 C -3.898 -0.123 -0.642  -0.93
44 H -4.028 -0.225 0.435  0.23
45 H -4.809 0.300 -1.070  0.25
46 H -3.740 -1.114 -1.064  0.24
47 H 2.328 1.796 -1.906  0.17
48 H -0.313 2.025 -0.164  -0.57
49 N 3.303 -0.704 4.906  -0.23
50 C 2.286 -0.791 4.343  0.24
51 C 1.011 -0.839 3.573  -0.16
52 C -0.226 -1.162 4.164  -0.11
53 C -1.329 -1.137 3.359  -0.22
54 C -1.216 -0.765 2.009  0.07
55 N -0.019 -0.403 1.445  -0.55
56 C 1.098 -0.358 2.240  0.09
57 H -0.279 -1.424 5.205  0.26
58 H -2.328 -1.381 3.674  0.25
59 H -2.061 -0.775 1.283  0.23
60 H 2.047 0.079 1.743  0.24


Number 1: strongest force on any atom 2.4 eV/Å, molar mass 279.86 g/mol. Number 2: strongest force on any atom 1.5 eV/Å, molar mass 85.05 g/mol. Number 3: strongest force on any atom 10.4 eV/Å, molar mass 828.96 g/mol. Number 4: strongest force on any atom 8.7 eV/Å, molar mass 3396.62 g/mol. Number 5: strongest force on any atom 2.6 eV/Å, molar mass 132.92 g/mol. Number 6: strongest force on any atom 5.6 eV/Å, molar mass 156.26 g/mol. Number 7: strongest force on any atom 2.5 eV/Å, molar mass 585.62 g/mol. Number 8: strongest force on any atom 2.2 eV/Å, molar mass 608.44 g/mol.